[1]
{"formula": "C3H6N2OS", "method": "ωB97M-V with the def2-TZVPD basis set", "species": ["C", "C", "C", "N", "N", "O", "S", "H", "H", "H", "H", "H", "H"], "positions_angstrom": [[0.7450, -0.1414, -0.1110], [-2.1416, -0.2974, 0.0393], [2.2647, 0.2555, -0.1015], [-0.0280, 0.7821, 0.4093], [-1.3352, 0.7175, 0.1983], [0.4286, -1.2342, -0.6059], [-3.8479, -0.0610, -0.0585], [-1.8157, -1.2815, -0.1352], [2.4802, 1.3175, -0.2379], [2.8838, -0.2311, -0.9207], [2.4878, -0.0684, 0.9653], [-1.8777, 1.5161, 0.4748], [-4.3977, -1.2495, 0.0369]], "lowdin_charge": [-0.60, -0.46, -0.03, 0.04, -0.06, -0.02, 0.83, 0.07, 0.05, 0.09, 0.09, 0.13, -0.14], "homo_lumo_gap_ha": [0.311, 0.311], "lumo_energy_ev": [-0.004, -0.004], "e_homo_ev": [-8.459, -8.458]}

---

[2]
{"formula": "C24H74N6O10", "method": "ωB97M-V with the def2-TZVPD basis set", "species": ["O", "H", "H", "O", "H", "H", "O", "H", "H", "O", "H", "H", "C", "C", "C", "O", "C", "N", "H", "H", "H", "H", "H", "H", "H", "H", "H", "H", "H", "C", "C", "C", "O", "C", "N", "H", "H", "H", "H", "H", "H", "H", "H", "H", "H", "H", "C", "C", "C", "O", "C", "N", "H", "H", "H", "H", "H", "H", "H", "H", "H", "H", "H", "C", "C", "C", "O", "C", "N", "H", "H", "H", "H", "H", "H", "H", "H", "H", "H", "H", "C", "C", "C", "O", "C", "N", "H", "H", "H", "H", "H", "H", "H", "H", "H", "H", "H", "C", "C", "C", "O", "C", "N", "H", "H", "H", "H", "H", "H", "H", "H", "H", "H", "H"], "positions_angstrom": [[-2.4226, 1.8681, 2.7273], [-1.9538, 2.2817, 2.0024], [-2.9185, 1.1586, 2.3186], [-0.4151, 1.3072, 0.9193], [0.3962, 1.1391, 1.3986], [-0.2675, 0.9225, 0.0553], [-0.7447, -1.7040, -0.6029], [-0.1763, -2.1371, 0.0339], [-1.0721, -2.4144, -1.1546], [2.1586, 1.0822, 1.3406], [2.6986, 1.6036, 0.7468], [2.6218, 1.1150, 2.1776], [-3.5924, -2.5170, 5.7983], [-2.5482, -1.5954, 6.5082], [-2.0851, -0.3052, 5.6659], [-0.9761, 0.3996, 6.2436], [-0.4445, 1.3584, 5.2515], [-2.9933, -1.2372, 7.8275], [-3.6455, -3.3987, 6.4369], [-3.3524, -2.8240, 4.7803], [-4.5396, -1.9778, 5.7838], [-1.6227, -2.1590, 6.6264], [-2.9469, 0.3179, 5.4270], [-1.8297, -0.7208, 4.6911], [-1.0896, 2.1466, 4.8634], [-0.0150, 0.9339, 4.3440], [0.3553, 1.8539, 5.8018], [-2.9996, -2.0372, 8.4439], [-2.2809, -0.5890, 8.1316], [3.8097, -3.6388, 1.4326], [2.8193, -2.7797, 2.0797], [3.4892, -1.7136, 3.0207], [2.5982, -0.8726, 3.8037], [1.7781, -1.5719, 4.7514], [1.9359, -2.0996, 1.1335], [4.2380, -4.3145, 2.1730], [4.4985, -3.0223, 0.8550], [3.4710, -4.3197, 0.6518], [2.3001, -3.5466, 2.6545], [4.0894, -1.0726, 2.3749], [4.0919, -2.2574, 3.7481], [0.7427, -1.2314, 4.7519], [2.2113, -1.2990, 5.7136], [1.8380, -2.6542, 4.6361], [2.4886, -1.5444, 0.4960], [1.4593, -1.3842, 1.6638], [-4.5925, -0.3501, -0.4566], [-4.3333, -1.2801, 0.7784], [-4.2698, -2.7456, 0.3142], [-4.1311, -3.6545, 1.4017], [-3.7401, -4.9361, 1.0399], [-3.1629, -0.8931, 1.4860], [-3.7983, -0.5914, -1.1631], [-4.5248, 0.6781, -0.1013], [-5.5733, -0.6666, -0.8117], [-5.0798, -1.2241, 1.5707], [-3.4854, -2.8554, -0.4346], [-5.1709, -3.0576, -0.2138], [-4.4297, -5.4451, 0.3666], [-3.5681, -5.6317, 1.8613], [-2.7991, -4.8536, 0.4959], [-3.0034, -1.6519, 2.1332], [-2.4175, -0.8001, 0.8109], [2.3419, 2.7522, -2.2466], [3.6294, 3.2999, -1.5836], [4.1138, 4.7026, -2.1316], [5.4437, 4.8468, -1.7280], [5.7837, 6.2774, -1.6906], [3.6477, 3.2396, -0.1437], [1.5970, 3.4572, -2.6156], [1.8435, 2.1573, -1.4813], [2.7286, 2.0877, -3.0193], [4.3234, 2.5102, -1.8713], [3.4029, 5.4768, -1.8430], [4.1263, 4.7091, -3.2215], [6.8671, 6.3732, -1.6195], [5.4569, 6.7426, -0.7606], [5.3704, 6.9423, -2.4490], [4.6355, 3.3580, 0.0305], [3.2023, 4.0603, 0.2414], [2.7813, -2.3220, -2.6668], [1.9263, -1.2987, -3.4201], [0.9113, -2.0104, -4.4574], [1.6578, -3.0491, -5.1744], [1.0817, -3.6777, -6.3463], [1.4179, -0.4447, -2.3881], [3.3250, -2.9702, -3.3541], [2.2599, -2.9115, -1.9127], [3.6125, -1.8674, -2.1278], [2.6622, -0.7623, -4.0192], [0.6274, -1.1739, -5.0960], [0.0648, -2.4767, -3.9531], [-0.0056, -3.6665, -6.2696], [1.5961, -4.5703, -6.7023], [1.2677, -2.9174, -7.1049], [0.7305, 0.2191, -2.7152], [0.8537, -0.9496, -1.7197], [-1.6818, 1.8089, -2.9065], [-1.8114, 3.2694, -3.3792], [-2.5453, 3.5528, -4.7282], [-1.7285, 3.4455, -5.8969], [-2.2591, 2.5053, -6.8571], [-2.4569, 3.9307, -2.2827], [-1.1958, 1.7260, -1.9344], [-1.1584, 1.1903, -3.6356], [-2.7004, 1.4671, -2.7230], [-0.7939, 3.6574, -3.4277], [-2.8056, 4.6098, -4.7836], [-3.4751, 3.0298, -4.5047], [-2.7771, 1.6782, -6.3716], [-1.4423, 2.0388, -7.4078], [-2.9180, 2.9049, -7.6280], [-2.2352, 4.9142, -2.2223], [-2.3775, 3.5369, -1.3560]], "lowdin_spin": [0.00, 0.00, 0.00, 0.01, 0.00, 0.01, 0.12, 0.02, 0.07, 0.00, 0.00, 0.00, 0.00, 0.00, 0.00, 0.00, 0.00, 0.00, 0.00, 0.00, 0.00, 0.00, 0.00, 0.00, 0.00, 0.00, 0.00, 0.00, 0.00, 0.02, 0.02, 0.01, 0.00, 0.01, 0.01, 0.00, 0.00, 0.01, 0.01, 0.00, 0.00, 0.00, 0.00, 0.00, 0.00, 0.01, 0.03, 0.00, 0.04, 0.01, 0.07, 0.01, 0.02, 0.00, 0.00, 0.00, 0.03, 0.01, 0.01, 0.01, 0.04, 0.00, 0.01, 0.01, 0.00, 0.00, 0.00, 0.00, 0.00, 0.00, 0.00, 0.00, 0.00, 0.00, 0.00, 0.00, 0.00, 0.00, 0.00, 0.00, 0.02, 0.01, 0.05, 0.01, 0.04, 0.01, 0.00, 0.01, 0.00, 0.00, 0.01, 0.05, 0.01, 0.00, 0.00, 0.00, 0.01, 0.02, 0.00, 0.00, 0.00, 0.02, 0.00, 0.00, 0.01, 0.01, 0.00, 0.00, 0.00, 0.01, 0.00, 0.00, 0.00, 0.00], "homo_lumo_gap_ha": [0.060, 0.319], "lumo_energy_ev": [2.132, 2.072], "multiplicity": 2, "e_homo_ev": [0.505, -6.595], "charge": -1}

---

[3]
{"formula": "C5H8O", "method": "ωB97M-V with the def2-TZVPD basis set", "species": ["C", "C", "C", "C", "C", "O", "H", "H", "H", "H", "H", "H", "H", "H"], "positions_angstrom": [[1.0788, 1.2025, 0.5826], [1.0149, -0.1295, 0.7211], [-0.1303, -0.7819, -0.0189], [-0.2170, -0.5515, -1.5373], [-1.1797, 0.0080, 0.8047], [-1.2163, 1.2146, 0.8761], [0.7944, 1.6998, -0.3401], [1.3104, 1.8692, 1.4066], [1.3327, -0.6143, 1.6455], [-0.2482, -1.8559, 0.1847], [-0.3021, 0.5107, -1.7794], [-1.0822, -1.0600, -1.9802], [0.6845, -0.9408, -2.0240], [-1.8397, -0.5709, 1.4586]], "lowdin_charge": [-0.01, -0.17, -0.32, -0.06, -0.21, 0.03, 0.07, 0.08, 0.10, 0.13, 0.07, 0.08, 0.08, 0.13], "homo_lumo_gap_ha": 0.345, "lumo_energy_ev": 0.481, "smiles": "C=C[C@H](C)C=O", "e_homo_ev": -8.905}

---

[4]
{"formula": "C20H23N7", "method": "ωB97M-V with the def2-TZVPD basis set", "species": ["C", "C", "C", "C", "C", "N", "C", "C", "C", "C", "C", "C", "N", "C", "N", "C", "N", "C", "C", "C", "C", "C", "N", "C", "C", "N", "N", "H", "H", "H", "H", "H", "H", "H", "H", "H", "H", "H", "H", "H", "H", "H", "H", "H", "H", "H", "H", "H", "H", "H"], "positions_angstrom": [[1.1174, -1.9567, -2.7589], [0.2701, -1.8293, -1.5080], [-0.4730, -0.4995, -1.5720], [-0.7823, -2.9452, -1.4692], [1.1621, -2.0710, -0.2402], [1.8236, -0.8170, 0.1612], [1.6454, -0.4472, 1.5827], [0.2285, 0.0924, 1.8214], [-0.0670, 1.4544, 1.5948], [-1.3625, 1.9276, 1.7071], [-2.4187, 1.0924, 2.1057], [-3.8614, 1.5777, 2.3817], [-4.2214, 2.5401, 1.3559], [-4.4052, 2.3014, 0.0194], [-4.7705, 3.4147, -0.6024], [-4.8387, 4.3153, 0.4473], [-4.5480, 3.8318, 1.6203], [-2.1490, -0.2611, 2.3093], [-0.8379, -0.7522, 2.2053], [3.0301, -0.4394, -0.4102], [3.1587, 0.8831, -0.7504], [4.3725, 1.2451, -1.2344], [5.3499, 0.3499, -1.3467], [5.1316, -0.9373, -1.0581], [6.2298, -1.8382, -1.2377], [7.1986, -2.4938, -1.4060], [3.9791, -1.3298, -0.5470], [1.7546, -1.0710, -2.8311], [1.8046, -2.8067, -2.7451], [0.5056, -2.0711, -3.6714], [-1.2727, -0.4120, -0.7965], [0.1855, 0.3849, -1.4643], [-0.9162, -0.3523, -2.5529], [-1.3294, -2.9217, -2.4188], [-0.3247, -3.9179, -1.3218], [-1.4917, -2.7517, -0.6879], [1.9128, -2.8187, -0.4441], [0.5433, -2.4727, 0.5372], [2.3941, 0.2884, 1.8840], [1.8241, -1.2904, 2.2132], [0.6797, 2.1715, 1.2915], [-1.5806, 2.9936, 1.5183], [-3.9234, 2.0425, 3.3652], [-4.6098, 0.7334, 2.3174], [-4.2235, 1.3350, -0.4783], [-5.1693, 5.3482, 0.3201], [-2.9498, -0.9278, 2.5936], [-0.6079, -1.7621, 2.4241], [2.3213, 1.5696, -0.6867], [4.5116, 2.3007, -1.5366]], "lowdin_charge": [-0.06, -0.57, -0.05, -0.06, -0.10, -0.08, -0.09, -0.18, -0.04, -0.03, -0.20, -0.08, -0.16, -0.15, 0.07, -0.24, 0.09, -0.04, -0.03, -0.33, 0.01, -0.11, 0.13, -0.35, -0.11, 0.16, 0.22, 0.08, 0.09, 0.09, 0.09, 0.08, 0.08, 0.09, 0.09, 0.07, 0.11, 0.10, 0.13, 0.11, 0.11, 0.12, 0.13, 0.14, 0.14, 0.10, 0.11, 0.10, 0.12, 0.13], "homo_lumo_gap_ha": 0.322, "lumo_energy_ev": -0.293, "smiles": "CC(C)(C)CN(Cc1ccc(Cn2cncn2)cc1)c1ccnc(C#N)n1", "e_homo_ev": -9.068}

---

[5]
{"formula": "C7H7N2O4", "method": "ωB97M-V with the def2-TZVPD basis set", "species": ["O", "C", "N", "C", "N", "C", "C", "C", "O", "C", "O", "C", "O", "H", "H", "H", "H", "H", "H", "H"], "positions_angstrom": [[0.9052, -0.3744, 2.4583], [0.3106, -0.2615, 1.4118], [0.7114, -1.0125, 0.2400], [-0.2538, -1.6296, -0.5009], [-0.9644, -0.9498, -1.3210], [-0.8975, 0.4181, -1.4946], [0.2971, 1.1179, -1.3184], [1.6461, 1.0836, -1.5622], [2.4743, 1.8829, -0.9460], [1.7793, 2.6966, -0.1350], [0.5857, 2.5091, 0.0012], [-2.2054, 0.9956, -1.8449], [-3.1118, 0.3154, -2.2935], [-0.4527, 0.4977, 1.4321], [1.4650, -1.6926, 0.4818], [-0.4296, -2.6617, -0.6290], [-1.8825, -1.2754, -1.7943], [1.9876, 0.6748, -2.4938], [2.0984, 3.5880, 0.3954], [-2.2178, 1.9964, -1.8369]], "lowdin_charge": [0.11, -0.24, 0.09, -0.07, 0.14, -0.20, 0.09, -0.07, 0.13, -0.16, 0.12, -0.17, 0.08, 0.14, 0.18, 0.16, 0.22, 0.16, 0.19, 0.10], "homo_lumo_gap_ha": 0.310, "lumo_energy_ev": -4.566, "smiles": "O=C/[NH+]=C\\NC(=C=COC=O)C=O", "e_homo_ev": -12.999, "charge": 1}

---

[6]
{"formula": "C3H11NP2", "method": "ωB97M-V with the def2-TZVPD basis set", "species": ["C", "C", "C", "N", "P", "P", "H", "H", "H", "H", "H", "H", "H", "H", "H", "H", "H"], "positions_angstrom": [[1.0002, -2.3812, 1.4533], [0.0140, 2.6015, -2.4116], [-0.0073, -1.3230, 1.8826], [-0.1408, 0.3309, -0.9745], [-1.0180, 1.7039, -1.1380], [-1.5031, -1.3443, 0.7939], [0.5240, -3.3563, 1.3658], [1.4200, -2.1174, 0.4851], [1.8109, -2.4571, 2.1763], [-0.2034, 2.1933, -3.3979], [1.0687, 2.4537, -2.1796], [-0.2366, 3.6577, -2.3933], [0.4378, -0.3285, 1.8299], [-0.3408, -1.4969, 2.9116], [-0.2591, -0.2825, -1.7773], [-0.4728, 2.3636, -0.0178], [-2.0937, -0.2175, 1.3916]], "lowdin_charge": [-0.21, -0.35, -0.61, -0.35, 0.63, 0.81, 0.05, 0.06, 0.06, 0.02, 0.02, 0.02, 0.05, 0.06, -0.03, -0.08, -0.16], "homo_lumo_gap_ha": [0.288, 0.235], "lumo_energy_ev": [-0.483, -1.016], "e_homo_ev": [-8.312, -7.398]}

---

Record order is preserved below.
ΔE to the lowest compared entry with this formula, charge and spin: 330.79 112.21 241.98 0.00 58.52 78.50 kJ/mol
Record order is preserved below.
DFT total energy: -19068.7383 -55497.7675 -7359.7473 -31542.7593 -18531.0502 -23353.9736 eV